P) DFT (the ωB97M-V functional and the def2-TZVPD basis) results for 3 unconnected molecules or ions with the total composition C2H11N2O2.

```
17
Properties=species:S:1:pos:R:3:mulliken_charge:R:1
O 1.873 -0.438 0.555 -0.585
O 0.368 0.585 3.384 -0.632
N -0.944 0.369 -0.935 -0.164
N 1.310 0.200 -1.857 -0.422
C 0.010 -0.178 -1.777 -0.270
C -2.275 -0.093 -0.825 -0.776
H -0.389 -0.988 -2.421 0.313
H 1.882 -0.173 -2.606 0.181
H 1.107 0.768 4.005 0.321
H 1.700 0.677 -1.062 0.213
H -0.131 -0.053 3.919 0.318
H 1.930 -1.310 0.983 0.250
H -2.569 0.179 0.233 0.236
H -2.472 -1.143 -1.110 0.276
H 2.113 -0.059 1.433 0.303
H -2.966 0.503 -1.492 0.254
H -0.547 1.153 -0.427 0.184
```

Its multiplicity is 2. The value obtained for the HOMO energy (spin up / spin down) is -3.636 / -7.944 eV. Its total charge is 0. Its expectation value of S² is 0.75. For the HOMO-LUMO gap (spin up / spin down), the calculation gives 0.1468 / 0.3047 Ha.

---

Q) DFT (the ωB97M-V functional and the def2-TZVPD basis) results for 3 unconnected molecules or ions with the total composition C2H11N2O2.

```
17
Properties=species:S:1:pos:R:3:mulliken_charge:R:1
O 0.818 -1.388 0.847 -0.652
O -0.655 -3.831 1.460 -0.663
N 1.702 1.209 -1.799 -0.381
N -0.206 1.157 -0.297 -0.167
C -1.463 2.064 0.234 -0.901
C 0.441 1.593 -1.343 -0.171
H 0.261 -2.157 0.994 0.335
H 0.308 0.643 0.416 0.187
H -0.938 -4.626 0.937 0.316
H 2.262 0.490 -1.379 0.163
H 1.973 1.323 -2.750 0.183
H -0.154 2.347 -1.970 0.192
H -1.044 2.977 0.567 0.337
H -1.193 -3.823 2.298 0.316
H 1.672 -1.541 1.320 0.310
H -2.077 2.178 -0.591 0.304
H -1.708 1.386 1.056 0.291
```

Its multiplicity is 2. The value obtained for the HOMO energy (spin up / spin down) is -3.495 / -8.395 eV. Its total charge is 0. Its expectation value of S² is 0.75. For the HOMO-LUMO gap (spin up / spin down), the calculation gives 0.1436 / 0.3234 Ha.

---

Preferred: Q); penalty for the next structure: 0.0022 hartree.

---

P) DFT (the ωB97M-V functional and the def2-TZVPD basis) results for a molecular structure, C3H3CuLiO4.

```
12
Properties=species:S:1:pos:R:3:mulliken_charge:R:1
Cu -0.752 2.390 -0.415 0.692
O -2.291 0.989 -0.077 -0.371
O 2.171 1.277 -0.361 -0.812
O 2.041 -0.901 0.054 -0.795
O 0.193 0.397 -0.008 -0.284
C -2.054 -0.193 0.118 0.083
C 1.550 0.223 -0.126 0.828
C -0.652 -0.684 0.278 -0.330
Li 3.773 0.077 -0.313 0.891
H -0.480 -1.105 1.280 0.391
H -0.648 -1.515 -0.481 0.341
H -2.850 -0.956 0.051 0.365
```

Its multiplicity is 1. The value obtained for the HOMO energy is -14.122 eV. Its total charge is +1. For the HOMO-LUMO gap, the calculation gives 0.3514 Ha.

---

Q) DFT (the ωB97M-V functional and the def2-TZVPD basis) results for a molecular structure, C3H3CuLiO4.

```
12
Properties=species:S:1:pos:R:3:mulliken_charge:R:1
Cu -0.939 2.468 0.081 0.714
O -2.276 0.936 0.299 -0.499
O 0.205 0.379 -0.036 -0.220
O 2.123 -0.846 0.035 -0.775
O 2.146 1.290 -0.581 -0.775
C 1.600 0.232 -0.248 0.752
C -0.570 -0.658 0.340 -0.248
C -1.987 -0.282 0.119 0.213
Li 3.810 0.125 -0.630 0.897
H -0.219 -1.158 1.254 0.398
H -1.377 -1.688 0.083 0.251
H -2.516 -0.796 -0.716 0.291
```

Its multiplicity is 1. The value obtained for the HOMO energy is -13.504 eV. Its total charge is +1. For the HOMO-LUMO gap, the calculation gives 0.3037 Ha.

---

Preferred: P); penalty for the next structure: 0.1749 hartree.

---

P) DFT (the ωB97M-V functional and the def2-TZVPD basis) results for a gas-phase ion, C2H4O3P (charge -1).

```
10
Properties=species:S:1:pos:R:3:mulliken_charge:R:1
P -1.448 -0.078 0.472 0.529
O -0.103 -1.115 -0.074 -0.429
O 0.127 1.036 0.423 -0.561
O -2.404 0.774 -0.280 -0.695
C 1.922 0.134 -0.703 -0.805
C 0.726 -0.083 -0.224 0.590
H 2.211 1.197 -0.625 0.226
H -2.115 -1.288 0.423 -0.059
H 2.531 -0.631 -1.176 0.271
H -1.447 0.054 1.764 -0.069
```

Its multiplicity is 1. The value obtained for the HOMO energy is -3.932 eV. Its total charge is -1. For the HOMO-LUMO gap, the calculation gives 0.3071 Ha.

---

Q) DFT (the ωB97M-V functional and the def2-TZVPD basis) results for 2 unconnected molecules or ions with the total composition C2H4O3P.

```
10
Properties=species:S:1:pos:R:3:mulliken_charge:R:1
P -3.783 -0.454 -0.015 0.335
O -3.558 2.382 -0.027 -0.380
O -3.569 -1.137 1.251 -0.563
O -3.246 -1.234 -1.200 -0.630
C -3.123 1.294 -0.130 0.229
C 0.198 -0.022 0.005 -0.829
H -0.034 0.532 1.014 0.189
H -0.639 0.038 -0.614 0.161
H 0.223 -1.111 0.336 0.230
H 1.183 0.211 -0.483 0.258
```

Its multiplicity is 1. The value obtained for the HOMO energy (spin up / spin down) is -3.172 / -3.173 eV. Its total charge is -1. For the HOMO-LUMO gap (spin up / spin down), the calculation gives 0.2605 / 0.2605 Ha.

---

Preferred: Q); penalty for the next structure: 0.0101 hartree.

---

P) DFT (the ωB97M-V functional and the def2-TZVPD basis) results for 2 unconnected molecules or ions with the total composition C6H16S2.

```
24
Properties=species:S:1:pos:R:3:mulliken_charge:R:1
S 2.870 -0.864 1.156 -0.086
S -1.234 1.673 -0.542 -0.117
C -3.818 0.516 -0.100 -0.999
C 3.331 0.508 0.079 -0.750
C 1.141 -1.803 -0.848 -0.715
C -1.088 2.171 1.225 -0.816
C 2.432 -2.095 -0.086 -0.467
C -2.278 0.166 -0.503 -0.401
H 1.080 -2.364 -1.795 0.337
H -2.027 2.608 1.606 0.306
H 4.049 0.213 -0.705 0.283
H -0.885 1.238 1.776 0.238
H -4.366 1.047 -0.896 0.281
H 0.247 -2.034 -0.244 0.176
H -4.292 -0.467 0.057 0.328
H -2.189 -0.248 -1.526 0.358
H 2.411 0.873 -0.406 0.172
H 3.282 -2.098 -0.795 0.257
H 2.484 -3.029 0.505 0.336
H 1.142 -0.724 -1.077 0.154
H -3.898 1.099 0.832 0.281
H -1.897 -0.597 0.203 0.213
H 3.770 1.332 0.666 0.309
H -0.266 2.881 1.419 0.321
```

Its multiplicity is 1. The SMILES is CCSC.CCSC. The value obtained for the HOMO energy is -8.405 eV. Its total charge is 0. For the HOMO-LUMO gap, the calculation gives 0.3411 Ha.

---

Q) DFT (the ωB97M-V functional and the def2-TZVPD basis) results for 2 unconnected molecules or ions with the total composition C6H16S2.

```
24
Properties=species:S:1:pos:R:3:mulliken_charge:R:1
S 0.263 -6.750 -2.676 -0.217
S 4.837 -0.788 5.854 -0.253
C 5.196 0.769 5.018 -0.454
C -1.239 -4.495 -2.841 -0.436
C -2.159 -4.966 -4.022 -1.035
C 3.097 0.843 3.419 -0.980
C 3.892 1.482 4.629 -0.532
C 0.275 -4.929 -2.865 -0.496
H -1.810 -4.851 -1.963 0.282
H -1.250 -3.388 -2.824 0.308
H 2.744 -0.180 3.633 0.302
H 3.756 0.810 2.535 0.288
H -1.864 -4.573 -5.010 0.285
H -3.184 -4.624 -3.800 0.302
H 0.778 -4.398 -2.034 0.306
H 5.882 0.508 4.189 0.321
H -0.465 -7.099 -3.757 0.091
H 4.144 2.489 4.245 0.286
H 5.771 1.361 5.756 0.291
H 2.223 1.474 3.183 0.306
H 3.650 -0.648 6.482 0.101
H 3.301 1.614 5.557 0.323
H 0.751 -4.602 -3.810 0.295
H -2.158 -6.068 -4.067 0.316
```

Its multiplicity is 1. The SMILES is CCCS.CCCS. The value obtained for the HOMO energy is -8.896 eV. Its total charge is 0. For the HOMO-LUMO gap, the calculation gives 0.3641 Ha.

---

Preferred: P); penalty for the next structure: 0.0086 hartree.